[1]
{
  "formula": "CH4N2O4",
  "method": "the ωB97M-V functional and the def2-TZVPD basis",
  "homo_ha": -0.4049,
  "fmax_ev_per_a": 3.12,
  "lumo_ev": -0.4,
  "orbital_gap_ev": 10.63,
  "smiles": "N=C=O.O=NO.O",
  "e_tot_ev": -12268.9707,
  "elements": ["N", "C", "O", "H", "O", "N", "O", "H", "O", "H", "H"],
  "coordinates": [[-1.622, 0.657, 0.353], [-2.150, 1.239, -0.542], [-2.520, 1.655, -1.551], [-1.281, 1.039, 1.188], [2.059, 0.587, 2.375], [1.193, 0.800, 1.556], [1.096, -0.012, 0.474], [1.844, -0.592, 0.463], [0.663, -2.070, -1.476], [-0.266, -2.127, -1.232], [0.986, -1.177, -1.609]],
  "nbo_charge": [-0.774, 0.855, -0.503, 0.416, -0.308, 0.347, -0.508, 0.472, -0.960, 0.487, 0.477]
}

=====

[2]
{
  "formula": "CH4N2OS",
  "method": "the ωB97M-V functional and the def2-TZVPD basis",
  "homo_ha": -0.2984,
  "fmax_ev_per_a": 6.90,
  "lumo_ev": 0.1,
  "orbital_gap_ev": 8.25,
  "smiles": "ON/C=N/S",
  "e_tot_ev": -16960.0569,
  "elements": ["O", "N", "C", "N", "S", "H", "H", "H", "H"],
  "coordinates": [[-1.788, 0.909, 0.020], [-1.464, -0.377, -0.049], [-0.081, -0.833, -0.022], [0.794, 0.073, -0.170], [2.667, 0.075, 0.013], [-0.845, 1.353, -0.212], [-2.143, -1.097, 0.389], [0.108, -1.863, -0.086], [2.752, 1.760, 0.118]],
  "nbo_charge": [-0.538, -0.319, 0.210, -0.684, 0.107, 0.499, 0.379, 0.175, 0.170]
}

=====

[3]
{
  "formula": "CH4N2OS",
  "method": "the ωB97M-V functional and the def2-TZVPD basis",
  "homo_ha": [-0.3108, -0.3105],
  "fmax_ev_per_a": 6.48,
  "lumo_ev": [-0.8, -1.1],
  "orbital_gap_ev": [7.68, 7.35],
  "e_tot_ev": -16959.8694,
  "elements": ["C", "N", "N", "O", "S", "H", "H", "H", "H"],
  "coordinates": [[-0.322, 0.065, 0.065], [1.456, -1.347, 0.082], [0.123, 1.286, 0.065], [-2.679, 0.698, -0.340], [-1.751, -0.503, -0.420], [0.960, -2.024, -0.478], [1.574, -1.811, 0.883], [-0.346, 1.996, -0.322], [0.986, 1.640, 0.464]],
  "nbo_charge": [0.078, -0.751, -0.784, -0.947, 0.947, 0.325, 0.312, 0.401, 0.417]
}

=====

[4]
{
  "formula": "CH4N2OS",
  "method": "the ωB97M-V functional and the def2-TZVPD basis",
  "homo_ha": -0.3235,
  "fmax_ev_per_a": 6.65,
  "lumo_ev": -0.4,
  "orbital_gap_ev": 8.37,
  "e_tot_ev": -16957.3885,
  "elements": ["C", "H", "H", "H", "H", "N", "N", "O", "S"],
  "coordinates": [[0.227, 0.003, -0.275], [-0.233, -0.106, -2.430], [-1.516, 1.077, -1.060], [-0.700, 1.052, 0.904], [1.046, -1.495, 1.467], [-0.375, 0.294, -1.478], [-0.515, -0.068, 0.837], [0.342, -0.175, 2.119], [1.725, -0.584, -0.083]],
  "nbo_charge": [0.196, 0.453, 0.372, 0.378, 0.356, -0.790, -0.349, -0.605, -0.011]
}

=====

[5]
{
  "formula": "CH4N2OS",
  "method": "the ωB97M-V functional and the def2-TZVPD basis",
  "homo_ha": -0.3139,
  "fmax_ev_per_a": 3.67,
  "lumo_ev": 0.0,
  "orbital_gap_ev": 8.59,
  "e_tot_ev": -16961.7539,
  "elements": ["C", "N", "N", "O", "S", "H", "H", "H", "H"],
  "coordinates": [[-0.742, 0.165, -0.146], [1.564, 0.167, -0.095], [0.473, -0.632, -0.312], [-3.123, 0.867, -0.118], [-2.275, -0.356, 0.022], [-0.546, 1.290, 0.034], [1.724, 0.062, 0.909], [2.390, -0.168, -0.598], [0.535, -1.395, 0.305]],
  "nbo_charge": [-0.326, -0.649, -0.442, -0.929, 1.047, 0.254, 0.331, 0.361, 0.354]
}

=====

[6]
{
  "formula": "CH4N2OS2",
  "method": "the ωB97M-V functional and the def2-TZVPD basis",
  "homo_ha": -0.3210,
  "fmax_ev_per_a": 4.76,
  "lumo_ev": 0.3,
  "orbital_gap_ev": 9.00,
  "smiles": "ONC(=S)NS",
  "e_tot_ev": -27796.8892,
  "elements": ["O", "N", "C", "S", "N", "S", "H", "H", "H", "H"],
  "coordinates": [[1.061, 1.957, 0.168], [0.009, 1.341, -0.394], [-0.536, 0.079, 0.127], [-2.226, -0.338, -0.082], [0.302, -0.796, 0.689], [1.703, -0.939, -0.206], [0.856, 2.030, 1.068], [-0.758, 1.950, -0.554], [-0.084, -1.707, 1.026], [0.917, -1.789, -1.093]],
  "nbo_charge": [-0.517, -0.322, 0.279, -0.248, -0.785, 0.215, 0.455, 0.376, 0.434, 0.112]
}

=====

[7]
{
  "formula": "CH4N2P2",
  "method": "the ωB97M-V functional and the def2-TZVPD basis",
  "homo_ha": -0.3213,
  "fmax_ev_per_a": 2.31,
  "lumo_ev": -0.6,
  "orbital_gap_ev": 8.14,
  "smiles": "[H]/N=P/C/P=N/[H]",
  "e_tot_ev": -22657.6469,
  "elements": ["H", "N", "P", "C", "P", "N", "H", "H", "H"],
  "coordinates": [[2.081, 0.561, 1.723], [1.455, 0.193, 1.007], [1.884, -0.605, -0.268], [0.203, -0.447, -0.991], [-0.952, -0.556, 0.391], [-1.800, 0.767, 0.209], [-2.697, 0.676, 0.816], [-0.273, -1.158, -1.654], [0.099, 0.569, -1.232]],
  "nbo_charge": [0.395, -1.142, 1.076, -1.189, 1.093, -1.142, 0.367, 0.256, 0.286]
}

=====

[8]
{
  "formula": "CH4N2S2",
  "method": "the ωB97M-V functional and the def2-TZVPD basis",
  "homo_ha": [-0.2924, -0.3065],
  "fmax_ev_per_a": 4.19,
  "lumo_ev": [0.2, -0.7],
  "orbital_gap_ev": [8.13, 7.60],
  "e_tot_ev": -25749.6631,
  "elements": ["C", "N", "N", "S", "S", "H", "H", "H", "H"],
  "coordinates": [[-0.069, -0.987, 0.155], [0.217, 2.545, 0.318], [1.355, 2.741, 0.170], [1.306, -0.433, -1.049], [2.635, 0.630, -0.074], [-0.513, -0.028, 0.569], [0.212, -1.746, 0.817], [-0.918, -1.389, -0.482], [-0.384, 3.287, 0.342]],
  "nbo_charge": [-0.734, -0.339, 0.021, 0.130, -0.101, 0.236, 0.218, 0.222, 0.347]
}

=====

For each record above, in turn, the calculated energy above the lowest of the compared OMol25 structures with the same formula, charge and spin values are 12.93, 118.35, 122.67, 179.88, 79.21, 69.53, 19.88, 65.19 kcal per mole.